[1]
A structure of composition C37H57ClMgN4O3PS2Si2, computed with ωB97M-V with the def2-TZVPD basis set.

The calculation puts the LUMO energy (spin up / spin down) at 3.599 / 3.599 eV. As for the orbital gap (spin up / spin down): 2.64 / 5.51 eV. The value obtained for the largest force on an atom is 0.57 eV/Å. For the highest occupied orbital energy (spin up / spin down), the calculation gives 0.96 / -1.92 eV.

ORCA input file:
```
! RIJCOSX wB97M-V def2-TZVPD def2/J DEFGRID3
* xyz -2 2
Cl -2.81442 0.22367 -9.48118
S 0.50733 -0.35652 2.86500
S 3.45647 0.29332 1.28954
P 2.49862 -0.60494 2.71125
Si -0.05695 2.23272 -0.25705
Si -1.42360 -3.37539 0.02262
Mg -0.28765 -0.34966 0.32661
O -7.16043 2.29548 -2.00667
O 3.15362 -0.17092 4.12726
O 2.83459 -2.18814 2.75195
N -4.35256 0.53967 -0.43766
N -4.63022 0.00476 0.83741
N -0.17062 -2.28348 -0.44299
N -2.41056 -0.20554 0.43112
C -2.28176 3.06655 1.36619
C -7.05028 -0.13270 -1.88274
C 2.69601 -4.44212 2.00454
C 0.94517 -2.56177 -1.20068
C -3.45683 -0.75103 -7.02725
C -3.14504 1.63608 -7.19193
C 2.46968 -4.03852 -2.43057
C 1.86321 -1.52932 -1.50114
C 1.91282 -3.18238 2.29298
C 3.03853 -1.74609 -2.18952
C -3.74602 -0.61587 -5.67717
C 3.37018 -3.00961 -2.66580
C 0.43923 2.84449 -2.00381
C 2.61149 -0.68872 5.34003
C -3.39118 4.84297 -0.44051
C -3.01270 -3.10323 -0.93975
C -3.44799 -0.40531 1.24319
C -4.12867 0.78090 -3.61657
C -3.43971 3.75605 1.69418
C 1.15318 3.17615 0.87866
C -6.23588 1.18421 -2.09551
C 1.29483 -3.82885 -1.72673
C -6.20505 -1.37710 -2.16072
C -3.16716 0.38031 -7.77295
C -1.66042 3.21842 0.12024
C -1.12485 -5.24590 -0.15599
C -1.71277 -3.24147 1.87810
C -5.22813 1.54145 -0.96599
C -2.97553 0.39058 -0.67884
C -3.74704 0.63352 -5.06297
C -3.43530 1.74903 -5.84123
C 2.16554 0.46308 6.21466
C -2.24379 4.12919 -0.76645
C -8.26791 -0.16533 -2.82273
C -5.58043 1.26236 -3.49079
C -7.59074 -0.19649 -0.45051
C -4.00236 4.64998 0.79033
H -3.44508 -1.72576 -7.49552
H -9.00526 0.59287 -2.54995
H 1.07250 4.25711 0.71455
H 1.76671 -1.34930 5.13057
H -1.63588 -2.22694 2.25965
H -4.62329 2.37382 -1.33724
H -3.96119 -1.49682 -5.08456
H -3.34537 -0.86216 2.21588
H 0.93685 2.96627 1.92888
H 2.01397 -5.24155 1.70844
H -1.16802 -5.58703 -1.19222
H 4.29341 -3.18205 -3.20513
H -5.82405 1.93913 -0.14023
H 3.39613 -4.27170 1.18655
H 3.39525 -1.28045 5.82314
H -3.00203 -3.67863 -1.87010
H -3.97557 -0.16379 -3.09572
H 2.99044 1.15716 6.38117
H -5.90081 -1.43414 -3.20948
H -6.79709 -2.27082 -1.94422
H 3.71177 -0.91034 -2.34090
H 3.25574 -4.76361 2.88583
H -2.70236 -3.62954 2.13888
H -2.89996 2.50502 -7.78689
H -0.96316 -3.83538 2.40752
H 1.65454 -0.51926 -1.15800
H 1.35564 1.00207 5.72358
H -3.82080 5.53653 -1.15657
H -8.00729 -0.03789 -3.87604
H 0.63558 -4.66647 -1.57688
H 1.40283 -2.83819 1.39271
H 0.51772 3.93715 -2.04971
H -8.27825 -1.04374 -0.36492
H -5.31609 -1.40493 -1.53591
H 1.81156 0.09739 7.18164
H -3.40640 2.72702 -5.37424
H -7.69939 2.28376 -2.80295
H -1.79000 4.28843 -1.73993
H -8.14092 0.71577 -0.21101
H -3.13180 -2.04796 -1.19024
H -6.18691 0.71892 -4.22148
H -4.91282 5.18296 1.04048
H -6.79210 -0.32487 0.27809
H -1.86136 2.37076 2.08633
H -1.93472 -5.73892 0.39172
H -0.26820 2.52276 -2.77449
H -3.46900 1.51159 -3.14467
H -0.17653 -5.57851 0.27122
H 2.18186 2.85897 0.70122
H 1.15290 -3.34007 3.06348
H -3.88723 -3.41159 -0.35970
H -3.91244 3.58833 2.65531
H 1.41463 2.42579 -2.26383
H -5.60939 2.31533 -3.78841
H -2.43987 0.77620 -1.52126
H -8.75574 -1.13828 -2.73015
H 2.68439 -5.03825 -2.79676
*
```

***

[2]
A cluster of 3 separate species, C37H57F24N2O3 in total in a non-equilibrium geometry, computed with ωB97M-V with the def2-TZVPD basis set.

The calculation puts the LUMO energy at -3.276 eV. As for the orbital gap: 8.24 eV. The value obtained for the largest force on an atom is 4.97 eV/Å. For the highest occupied orbital energy, the calculation gives -11.51 eV.

ORCA input file:
```
! RIJCOSX wB97M-V def2-TZVPD def2/J DEFGRID3
* xyz 1 1
F 1.42775 2.05416 8.28682
F 3.96364 -3.13466 -4.44579
F 3.75169 5.16351 3.00275
F 3.50096 -1.87696 -6.85969
F -1.79855 3.38517 8.92309
F -1.16782 4.97559 10.75350
F 0.81430 3.19242 10.03635
F 5.73706 -4.88663 -5.64205
F 5.65273 -3.66438 -3.18120
F 5.46190 2.14781 1.20487
F -0.32972 7.36710 8.25298
F 2.48386 2.98241 5.51108
F 2.59914 1.83256 1.79597
F 5.01786 1.19322 -5.88634
F 1.36021 1.13668 4.28028
F 5.05963 3.43086 3.99108
F -1.31481 5.46528 7.92155
F 6.05498 -0.65195 -6.35205
F 6.21676 4.37982 1.59521
F 5.74642 -2.97025 -6.65897
F -2.26722 6.77553 10.21064
F 1.59809 3.76525 2.81517
F -1.07350 1.35792 9.19001
F 3.93113 -0.14821 -8.11252
O 3.80672 3.18031 -0.90250
O 4.66142 -0.55451 -4.56229
O 0.81210 5.51823 8.71414
N 1.84159 2.80745 -3.25377
N 0.02279 2.02164 -5.61775
C 4.12709 3.71102 2.83661
C 1.25329 1.41740 -3.33575
C -2.14546 -1.77728 -3.76083
C -2.45705 -4.66750 2.46169
C 3.35244 2.74542 -3.40301
C -3.26371 -3.77788 3.62444
C 5.61040 -1.48847 -4.04304
C 0.55289 3.01869 8.71429
C 4.87130 -0.15873 -5.91678
C -5.30449 -3.03785 -1.58663
C -1.03252 6.20683 10.19537
C -0.86487 2.50626 8.49181
C -6.47245 -2.57829 2.29985
C -4.72087 -2.56680 -4.24085
C -1.64380 -0.87014 -5.06594
C 3.96030 3.79752 -2.25465
C -2.49887 -6.28334 2.76047
C -1.45458 -7.07439 1.76969
C -0.48173 6.11702 8.76714
C 5.30573 -2.97041 -4.31100
C -5.29027 -1.96262 -2.82554
C -5.93405 -3.11502 3.75328
C -5.45388 -2.84535 1.04302
C -3.14416 -3.01486 -4.21162
C 3.69755 -0.53299 -6.82974
C 4.97929 3.53321 1.42164
C 1.20333 3.78033 -4.21970
C -6.20299 -2.38474 -0.37940
C 1.13136 3.05202 -5.68908
C 4.18652 4.18084 0.11570
C 0.89714 4.30983 7.95585
C 2.55512 2.03103 4.36453
C -0.05627 1.26707 -4.30925
C -0.12648 -0.35107 -4.72673
C -4.83558 -4.33141 3.68005
C 2.75626 2.81211 2.90350
C 6.05964 -3.57422 -5.48963
H -6.88203 -3.53168 4.34087
H 5.55598 -1.35207 -2.95577
H -2.76884 -3.43281 -5.26042
H 4.82204 5.04714 -0.36289
H -2.85435 -4.46221 1.37561
H -5.09152 -5.05094 2.78082
H -3.57512 -6.72177 2.57573
H -2.64573 -1.01290 -3.02328
H -4.75291 -0.99052 -2.45038
H 1.95930 4.69733 -4.32683
H -1.53443 -1.65952 -5.95404
H -2.40803 -0.03099 -5.35048
H -0.37219 6.79688 10.83589
H 2.15298 2.65365 -6.09744
H 3.26876 4.76606 -2.33776
H 1.95735 4.23642 7.68330
H -4.83386 -1.73376 -5.05802
H 2.77021 -0.06385 -6.49151
H -2.19854 -6.49771 3.87484
H -1.32805 -4.32604 2.55211
H -2.98533 -3.87952 -3.40458
H 0.18453 4.21262 -3.83696
H -6.27420 -1.21894 -0.48106
H 7.14190 -3.51505 -5.34387
H -1.82493 -7.03328 0.63630
H -2.76642 -3.88658 4.68046
H 0.34143 -0.91616 -3.78589
H 3.47881 1.32681 4.54298
H 0.37461 4.38727 6.99482
H 3.72742 2.99466 -4.48578
H -0.88851 2.56424 -5.70986
H -7.52086 -3.05424 2.05274
H 3.18338 4.63673 0.53409
H -4.44835 -2.23111 1.15567
H -1.04978 2.28894 7.43606
H -1.44411 -8.23171 2.04600
H -6.42270 -1.65294 -3.02905
H 6.64126 -1.21610 -4.29947
H -4.17745 -3.24040 -1.27343
H -0.34578 -6.70243 1.82527
H -3.22294 -2.65293 3.28182
H -6.59845 -1.39436 2.38177
H -5.17224 -3.98685 0.87969
H 0.88804 1.13719 -2.23447
H 5.07755 4.01194 -2.53954
H -1.06377 1.51214 -3.73672
H -7.27291 -2.90932 -0.38375
H 0.76742 3.87996 -6.46741
H -5.74666 -4.09953 -1.87503
H -1.25049 -2.27551 -3.17780
H 3.81509 1.68643 -3.12860
H 0.08531 1.42618 -6.47226
H 0.65203 -0.48780 -5.59476
H 2.01311 0.57551 -3.64867
H -5.36859 -3.51235 -4.53727
H -5.50157 -2.24476 4.41516
H -4.95360 -4.99803 4.66271
*
```

***

[3]
A cluster of 11 separate species, C37H57F6NO17P in total in a non-equilibrium geometry, computed with ωB97M-V with the def2-TZVPD basis set.

The calculation puts the LUMO energy at 2.060 eV. As for the orbital gap: 8.82 eV. The value obtained for the largest force on an atom is 1.32 eV/Å. For the highest occupied orbital energy, the calculation gives -6.76 eV.

ORCA input file:
```
! RIJCOSX wB97M-V def2-TZVPD def2/J DEFGRID3
* xyz -1 1
P -8.10308 9.07899 13.36312
F -9.07076 7.88408 13.88543
F -7.17819 10.27314 12.79712
F -7.40709 9.21201 14.81137
F -6.98828 7.97205 12.97729
F -9.25087 10.15500 13.77079
F -8.81242 8.94574 11.90705
O -12.40014 7.61709 15.34539
O -6.01100 6.41220 18.05159
O -5.29069 13.56149 15.34073
O -6.37164 4.67706 11.34101
O -5.33711 8.52516 8.05156
O -11.52398 11.17429 17.25953
O -6.39634 3.55216 13.26222
O -4.36008 14.67039 17.04868
O -7.41715 8.07055 8.68895
O -11.54844 10.05194 11.68264
O -5.47869 4.73347 19.41825
O -7.92047 16.61871 14.47558
O -9.08036 14.80337 15.07304
O -12.56722 11.17824 19.22827
O -11.50377 5.76719 16.20035
O -10.85795 12.81769 8.52076
O -8.96717 13.34729 9.57188
N -3.97166 7.92083 13.72864
C -2.14910 6.68281 13.79576
C -9.24248 11.06998 9.06477
C -5.46693 12.21231 14.91439
C -1.76921 8.04494 13.64792
C -8.26945 4.91113 12.87050
C -10.61675 10.31949 16.52230
C -8.95671 13.50250 13.12178
C -6.93889 4.40463 12.35400
C -4.59697 13.62944 16.52220
C -8.41875 15.57729 14.17446
C -3.51812 6.63896 13.84077
C -11.79821 10.65305 18.47783
C -6.29744 5.27912 18.74577
C -7.73462 4.86476 18.47671
C -2.91858 8.78478 13.60290
C -4.09698 7.68375 9.89331
C -7.32366 3.19740 14.30463
C -8.51477 14.93051 12.80669
C -8.65870 3.91290 13.96790
C -5.57368 7.80369 10.28646
C -11.81345 11.37506 12.11847
C -7.07284 6.74464 17.15699
C -9.92904 9.50276 17.60876
C -11.00287 9.36855 18.66437
C -7.74689 11.29202 9.37194
C -9.82798 12.45899 9.01075
C -12.55204 8.28221 14.07984
C -8.32372 6.04892 17.70842
C -6.25616 8.09902 8.96947
C -11.81255 6.41068 15.23460
C -12.12791 7.27606 12.99628
C -4.19263 12.22711 16.91301
C -5.14749 11.33664 16.13084
C -4.01364 8.46804 8.58305
C -9.69348 13.66028 14.44899
C -7.67477 12.77306 9.81332
C -11.56594 6.07932 13.78755
H -9.35040 3.14611 13.62398
H -9.04672 10.01793 17.99251
H -5.67116 8.69142 10.91500
H -4.79310 11.93913 14.09654
H -11.34070 7.67166 12.36735
H -12.88052 11.56366 12.13297
H -4.93630 8.20026 13.80632
H -11.95403 9.18418 14.01797
H -9.54150 12.82314 15.12316
H -8.07517 5.88944 13.30101
H -3.63545 9.48878 8.71716
H -0.74879 8.38966 13.62858
H -10.64339 9.28241 19.68874
H -11.67436 8.51609 18.53127
H -6.49248 12.05583 14.59206
H -9.86020 10.88593 15.98901
H -3.40778 8.02389 10.66259
H -8.96233 4.95484 12.03519
H -3.86707 6.63794 9.67323
H -12.08002 5.14583 13.55059
H -6.01559 6.91780 10.72611
H -11.33718 12.09720 11.43517
H -4.15147 12.04223 17.98260
H -10.75727 13.85697 14.30441
H -7.09263 11.05816 8.53604
H -7.59484 14.96559 12.23002
H -8.90099 6.68679 18.37485
H -11.21450 9.75535 15.81867
H -3.15734 12.12610 16.56257
H -3.07318 9.83388 13.41417
H -7.14132 7.83266 17.13738
H -4.22447 5.83790 13.97907
H -8.05472 12.91356 13.30069
H -13.60669 8.52840 13.97286
H -6.93429 13.33449 9.24644
H -3.33446 8.02035 7.85664
H -9.07114 4.43763 14.82609
H -1.48521 5.83527 13.82993
H -11.31192 11.57339 13.07243
H -6.92173 6.45652 16.11151
H -8.24004 4.68621 19.42238
H -7.72015 3.93341 17.91077
H -7.43615 2.11855 14.27643
H -8.96668 5.75446 16.88014
H -9.55831 8.54993 17.22139
H -9.67541 10.45699 9.85373
H -9.26494 15.48536 12.23586
H -6.05856 11.15392 16.70703
H -7.45188 12.83470 10.87771
H -9.36991 10.53864 8.12621
H -10.51491 5.93037 13.58033
H -9.51305 13.02344 12.32047
H -10.64256 9.84463 11.94614
H -7.45265 10.67140 10.21694
H -12.97169 6.92967 12.40588
H -4.74230 10.35167 15.90704
H -6.89790 3.55526 15.24098
*
```

***

[4]
A structure of composition C37H58AlF16O4 in a non-equilibrium geometry, computed with ωB97M-V with the def2-TZVPD basis set.

The calculation puts the LUMO energy at 1.920 eV. As for the orbital gap: 6.33 eV. The value obtained for the largest force on an atom is 2.66 eV/Å. For the highest occupied orbital energy, the calculation gives -4.41 eV.

ORCA input file:
```
! RIJCOSX wB97M-V def2-TZVPD def2/J DEFGRID3
* xyz -1 1
Al 0.78092 -1.04481 -0.45418
F -0.43788 7.47433 2.24370
F -6.29055 -3.58656 -4.66724
F -5.78125 -1.00502 -5.79717
F -3.54133 6.58309 5.54898
F -2.32185 -2.37497 -3.05756
F -1.34961 6.39577 3.89162
F -3.57548 9.34325 4.78976
F -4.77944 7.86337 6.79684
F -5.76005 -1.59786 -3.26339
F -7.52752 -2.02793 -6.59382
F -2.83597 6.36864 1.59148
F -3.29408 -1.24133 -4.63133
F -2.79896 9.82127 6.74704
F -4.19229 -0.64027 -2.10978
F -3.85543 7.49543 3.13807
F -6.09750 -4.41874 -6.65097
O -1.54419 8.60853 5.41248
O 1.01237 -3.64406 0.80774
O -4.33334 -3.45658 -5.76302
O 0.25624 -6.71391 0.60178
C -2.10293 3.74708 -0.07455
C -0.10734 -7.64379 2.89727
C -3.09326 2.62551 -2.23234
C -2.04438 -0.96608 0.76409
C -3.49687 -2.22318 -3.71969
C 3.81927 -0.45956 -3.32615
C 1.02368 -4.50007 -0.31740
C -2.09117 -3.24489 2.11057
C 3.04303 -1.39054 -2.33741
C 7.57087 -0.49095 1.04832
C -1.46531 7.51250 3.13826
C -1.14710 3.85491 1.01164
C -6.17383 -2.07326 -6.51881
C -0.09567 -6.38008 1.94583
C 7.42869 -0.22578 -1.55838
C -1.23277 8.74733 4.02864
C -0.46282 -1.29228 2.82684
C 1.85789 -2.46728 0.60737
C -2.03041 2.75064 -1.10149
C -1.84562 -1.69216 2.14011
C -0.93554 1.80340 -1.06978
C -2.76751 7.49526 2.33893
C -1.19819 -1.53746 -0.43781
C 5.39221 -0.58499 -3.21572
C 7.56883 0.51676 -0.16370
C 5.92196 -0.64871 -1.73860
C -3.50098 7.60084 6.43126
C 0.03723 1.87599 -0.01519
C -5.71882 -3.37954 -5.86731
C 1.45962 -1.22088 -2.40752
C 1.20613 0.87407 0.11184
C -3.76247 -3.54906 -4.45717
C -4.55080 -1.80707 -2.69391
C 1.39271 -5.96831 0.14602
C -2.85817 8.84277 5.81291
C -0.07108 2.90333 1.01953
C 7.99932 0.30477 2.34422
H 7.72378 -0.20996 3.29227
H -3.31385 3.58965 -2.73852
H 6.53968 -0.87873 1.25889
H -0.08024 -0.37307 2.31957
H -1.92367 0.12731 0.94386
H -2.94375 7.27023 7.31054
H 0.58632 -5.61967 2.39616
H 2.78116 -2.79796 0.06555
H -1.25052 -2.66195 -0.43039
H -1.27232 -3.80803 2.62622
H 7.49352 1.30543 2.37018
H 8.26485 -1.35006 0.90137
H 5.82564 -1.70739 -1.39870
H 8.46696 1.18009 -0.11432
H -0.68433 -1.04177 3.89870
H -4.28945 -4.27271 -3.83333
H 2.01210 1.23973 -0.59068
H -2.74184 1.84316 -2.94002
H 5.73758 -1.52611 -3.72674
H -0.00560 -4.58634 -0.76766
H 5.29773 -0.02267 -1.05655
H 5.91867 0.24752 -3.75429
H 8.06308 -1.14656 -1.44971
H 9.10250 0.51105 2.34558
H 2.16588 -5.85828 0.95374
H 7.84330 0.38865 -2.38915
H -1.66632 9.65381 3.60286
H 0.68080 2.90473 1.83600
H 3.35571 -2.44194 -2.56973
H 0.98046 -2.09067 -2.93774
H -0.82394 0.98904 -1.81151
H -0.52484 -7.36605 3.89812
H 3.33917 -1.07910 -1.30109
H 1.28554 -0.27738 -2.99773
H -2.78133 -3.99340 -4.63038
H -3.13326 -1.11457 0.49086
H 0.26545 -2.13129 2.84037
H -2.62752 -1.26820 2.82888
H -2.29414 -3.66328 1.09944
H -4.01872 2.21878 -1.74484
H 1.70810 -4.17357 -1.13683
H -2.82952 8.35155 1.66104
H -5.76203 -1.97610 -7.52572
H -4.65576 -2.55914 -1.90679
H 3.56789 0.62429 -3.24309
H -1.15926 -6.02192 1.91479
H -3.01183 -3.46432 2.72279
H 1.65013 0.92376 1.13796
H 3.56953 -0.75509 -4.38348
H -0.76716 -8.39858 2.41117
H 1.83862 -6.56687 -0.68948
H 2.16589 -2.00266 1.58335
H -1.67759 -1.22936 -1.42254
H -2.94928 4.46359 -0.07278
H 6.68123 1.18251 0.01081
H -1.20781 4.61206 1.81079
H -0.15591 8.92234 4.01784
H 0.93930 -8.02540 2.96239
*
```